A structure of composition C19H43GdOP3S2 at a distorted geometry, computed with ωB97M-V/def2-TZVPD.

The geometry in XYZ format:
```
69
Properties=species:S:1:pos:R:3:forces:R:3:mulliken_spin:R:1
Gd -0.99731 0.97547 -0.44254 1.27 -1.71 1.98 6.425
P 0.12193 -1.74157 1.72616 0.57 -0.96 0.33 0.017
P 1.23117 1.84921 1.79296 1.16 0.73 0.08 0.074
P -1.25843 -1.90806 -1.61686 -0.47 -1.32 -1.19 0.078
H 0.15050 3.05342 -3.30326 -0.57 0.80 -0.90 0.004
C -0.77705 2.53010 -3.48530 -0.64 -0.79 -1.21 -0.021
C -1.57080 2.40330 -2.29727 -0.11 -0.27 -0.18 0.181
H -1.77768 3.41347 -1.86584 0.20 -0.80 0.04 -0.004
C 1.72973 -2.57422 1.37978 0.16 0.03 -0.15 -0.003
C 0.42582 -1.54162 3.53648 -0.18 0.35 0.19 -0.002
C -0.87982 -3.29687 1.87410 -0.39 -0.05 0.07 -0.002
C 1.22468 3.68040 1.42759 -0.19 0.06 -0.12 0.008
C 1.15437 1.74156 3.64144 -0.99 -0.47 -0.21 0.004
C 2.96058 1.22889 1.38207 -0.28 -0.44 -0.70 0.004
C -1.80640 -1.85707 -3.37714 0.16 0.60 -0.23 0.006
C -2.65450 -2.98886 -1.11309 -0.19 0.59 0.75 0.004
C 0.06075 -3.18339 -1.72548 0.61 0.41 0.07 0.005
H -1.17445 2.49008 -4.57131 0.77 -0.38 1.95 0.007
H -2.38545 1.63503 -2.22731 -0.30 1.23 -1.10 0.013
H 1.86756 -3.37985 2.11638 0.04 0.21 -0.25 -0.001
H 2.55808 -1.86228 1.47922 -0.14 -0.18 -0.05 0.000
H 1.75716 -3.00341 0.37121 0.05 0.11 0.31 0.001
H 0.43937 -2.52218 4.03003 0.05 0.26 -0.19 0.000
H -0.35853 -0.93277 4.00002 0.19 -0.13 0.07 0.001
H 1.39601 -1.06549 3.71081 -0.21 0.02 -0.02 0.000
H -0.61915 -3.80134 2.81897 -0.09 0.15 -0.43 0.000
H -0.67254 -4.00239 1.05760 -0.14 0.29 0.24 0.000
H -1.95700 -3.07521 1.89576 0.24 -0.19 -0.02 0.001
H 1.37016 4.35472 2.31070 -0.18 -0.75 -0.72 0.002
H 0.25907 3.91217 0.91743 0.65 0.14 0.52 0.001
H 2.02672 3.87293 0.70441 -0.14 0.06 0.13 0.001
H 2.05130 1.34073 4.13378 -0.17 0.21 -0.43 0.001
H 0.31760 1.05342 3.82437 0.35 0.21 0.34 0.001
H 0.86989 2.69673 4.08684 0.19 0.01 -0.16 0.000
H 3.80749 1.95560 1.44340 -0.91 -0.39 0.23 0.001
H 2.90462 0.85802 0.33317 0.22 0.31 0.50 0.000
H 3.18219 0.32495 1.99047 -0.14 0.71 -0.17 0.000
H -2.15762 -2.85119 -3.72346 0.32 0.63 0.26 0.002
H -0.98830 -1.50012 -4.02004 -0.48 -0.18 0.08 -0.001
H -2.64609 -1.14344 -3.41121 0.19 -0.26 -0.32 0.000
H -2.90944 -3.65731 -1.94226 0.10 0.14 0.28 0.002
H -3.50024 -2.34010 -0.87864 -0.22 -0.25 -0.09 0.000
H -2.41154 -3.55865 -0.21897 -0.08 -0.02 -0.10 -0.001
H -0.03606 -3.76259 -2.65494 -0.16 0.14 0.34 0.001
H 0.04828 -3.84870 -0.85498 -0.07 0.16 -0.33 -0.001
H 1.03267 -2.68408 -1.74327 0.06 -0.17 -0.08 0.002
C 2.07083 1.11022 -2.79566 0.14 0.32 0.59 0.002
C 3.18368 0.27828 -2.81795 0.33 0.17 0.16 -0.002
C 4.44482 0.83751 -2.55329 -0.26 -0.11 0.06 0.000
C 4.56832 2.19139 -2.20045 0.38 -0.85 -0.01 -0.001
C 3.40638 2.93574 -2.02703 0.21 1.45 0.47 0.000
C 2.15213 2.42043 -2.30425 -0.66 -0.31 -0.25 -0.001
S 0.70936 0.57475 -3.82023 -0.15 0.73 -0.09 0.043
H 1.40091 0.99784 -4.91605 -0.72 -0.14 -0.02 -0.001
H 3.01000 -0.77118 -3.06604 0.52 0.30 -0.21 0.000
H 5.33202 0.22073 -2.66861 -0.14 0.07 0.12 0.000
H 5.58971 2.59626 -2.03112 -1.04 -0.11 -0.17 0.000
H 3.48131 3.99870 -1.73493 -0.01 -0.70 -0.05 0.000
H 1.21098 3.00756 -2.20466 1.50 -0.19 0.18 0.008
C -3.58172 -0.55421 3.20460 0.46 0.09 -0.01 0.001
S -3.96930 -0.38107 1.45063 0.29 0.29 0.09 0.002
C -5.16195 0.97500 1.62092 0.40 0.42 -0.32 0.000
O -2.65246 0.25679 0.80599 -1.60 0.09 0.69 0.140
H -4.41764 -1.00194 3.76815 0.14 0.20 -0.50 0.000
H -3.34527 0.44523 3.58193 -0.07 -0.18 0.05 0.000
H -2.70305 -1.19981 3.29064 -0.19 0.03 -0.06 -0.001
H -4.69876 1.72281 2.27592 -0.22 -0.10 -0.16 0.000
H -5.29198 1.38412 0.61373 -0.09 -0.06 0.19 0.000
H -6.14765 0.66742 2.01578 0.65 -0.29 -0.15 0.000
```
Forces are in eV/Å.

Computed properties:
charge	+3
HOMO level (alpha / beta)	-16.791 / -16.810	eV
Kohn-Sham gap (alpha / beta)	7.497 / 5.181	eV
max |F|	2.90	eV/A
multiplicity	8

A cluster of 3 separate species, C5H16O2 in total at a distorted geometry, computed with ωB97M-V/def2-TZVPD.

The geometry in XYZ format:
```
23
Properties=species:S:1:pos:R:3:forces:R:3:lowdin_charge:R:1
C 3.22460 -0.00235 -1.22297 -0.09 -0.91 -3.04 -0.119
C 1.73708 0.24860 -1.63878 0.26 -2.66 2.92 -0.187
C 0.62639 -0.72484 -0.85241 -0.23 0.64 -1.98 -0.362
C -0.85347 -0.27082 -1.26994 1.39 -1.19 1.93 -0.081
C 0.77556 -0.68728 0.65207 1.05 0.38 1.62 -0.128
H 3.38751 -1.06998 -1.03992 0.07 0.09 -0.10 0.065
H 4.00029 0.32427 -2.03123 -1.55 -0.51 1.23 0.101
H 3.47534 0.50527 -0.36088 0.49 1.14 1.95 0.021
H 1.55509 1.27377 -1.54032 -0.78 1.56 0.40 0.077
H 1.61953 -0.00338 -2.63005 -0.26 -0.49 -2.36 0.059
H 0.82590 -1.81664 -1.24994 -0.36 2.06 0.79 0.154
H -1.59202 -0.98853 -0.89143 0.20 0.10 0.21 0.071
H -1.02071 -0.24305 -2.29784 0.07 0.16 -1.92 0.035
H -1.08637 0.69692 -0.84627 0.06 0.27 0.15 0.068
H 1.86429 -0.76571 0.84797 -0.45 -0.32 0.22 0.059
H 0.27048 -1.48882 1.24272 0.26 0.36 -0.81 0.084
H 0.50957 0.26243 1.20872 -0.12 -0.67 -1.17 0.081
H -0.17022 1.09413 4.46737 0.16 0.07 -0.19 0.032
H 1.10019 1.26933 3.57959 -1.44 0.43 0.28 0.056
O 0.16799 1.58983 3.70971 1.29 -0.51 -0.10 -0.086
H -6.79603 0.83135 1.20886 -0.64 4.40 1.50 -0.035
H -6.95189 -0.02767 0.02042 -0.04 -0.06 -0.18 0.040
O -6.66911 -0.00682 0.93457 0.68 -4.35 -1.32 -0.004
```
Forces are in eV/Å.

Computed properties:
charge	0
HOMO level	-10.552	eV
Kohn-Sham gap	11.418	eV
SMILES	CCC(C)C.O.O
max |F|	4.70	eV/A
multiplicity	1

A structure of composition C17H13Cl5FNO5SiW, computed with ωB97M-V/def2-TZVPD.

The geometry in XYZ format:
```
44
Properties=species:S:1:pos:R:3:forces:R:3:lowdin_charge:R:1
W 0.67680 0.05746 -0.19856 -0.55 0.12 -0.39 1.918
Cl -3.59932 6.14199 0.17372 0.00 -0.01 0.00 0.801
C -2.69037 4.74293 -0.12983 0.00 0.01 -0.02 -0.673
C -2.13293 4.03656 0.94805 0.01 0.00 0.01 -0.687
Cl -2.35566 4.55582 2.55584 0.00 0.00 0.00 0.778
C -1.39169 2.89974 0.68220 0.02 -0.06 -0.01 -0.565
Cl -0.68116 1.95198 1.93755 0.03 0.13 0.08 0.842
C -1.20537 2.46428 -0.62653 0.00 0.11 -0.05 -0.371
O -0.48017 1.34347 -0.85488 0.24 -0.37 0.54 -0.273
C -1.74966 3.15855 -1.70318 0.02 -0.03 -0.02 -0.602
Cl -1.47148 2.58370 -3.28501 -0.01 0.00 0.00 0.809
C -2.49900 4.30570 -1.45032 0.00 0.01 0.01 -0.679
Cl -3.17393 5.17143 -2.74820 0.00 0.00 0.00 0.790
C 2.24898 2.05904 -0.02395 0.14 0.15 0.03 -0.180
Si 3.01945 0.85294 1.30967 -0.12 0.02 -0.05 0.472
C 4.58464 0.10864 0.70904 -0.02 0.00 0.00 -0.124
C 3.04547 1.78799 2.89210 0.01 -0.01 -0.01 -0.122
N 1.68164 -0.37286 1.32516 0.17 0.05 0.20 -0.230
C 1.25242 -1.13391 2.44344 -0.11 -0.03 -0.01 -0.264
C 2.04962 -1.60770 3.47465 0.03 0.01 -0.02 0.003
C 1.44940 -2.34516 4.48656 -0.02 -0.01 0.01 -0.024
C 0.08317 -2.60530 4.47844 0.02 0.01 -0.01 -0.014
C -0.73092 -2.13768 3.44900 -0.03 -0.01 0.00 0.042
C -0.09664 -1.42004 2.47684 0.03 0.00 0.02 -0.194
F -0.78913 -0.88196 1.38318 0.02 0.14 -0.06 -0.066
H 3.21253 2.60090 0.02980 -0.01 -0.01 -0.01 0.095
H 1.52871 2.77305 0.37821 -0.03 -0.03 0.00 0.041
H 2.16725 1.99744 -1.11062 -0.05 -0.09 0.01 0.063
H 5.34496 0.88637 0.60048 0.00 0.00 0.00 0.066
H 4.47986 -0.39866 -0.25064 -0.03 0.00 0.00 0.051
H 4.96009 -0.61233 1.43890 0.01 0.00 -0.01 0.057
H 3.78554 2.58956 2.82082 0.00 0.00 0.00 0.068
H 3.34508 1.14421 3.72072 0.01 0.00 0.00 0.054
H 2.08197 2.23601 3.13647 -0.01 -0.01 -0.01 0.037
H 3.11772 -1.43116 3.47938 0.00 0.00 0.00 0.123
H 2.05877 -2.72877 5.29279 0.00 0.00 0.00 0.129
H -0.35980 -3.17995 5.27960 0.00 0.00 0.00 0.131
H -1.79528 -2.32439 3.41558 0.00 0.00 0.00 0.144
O 2.11752 -1.41538 -3.57109 -0.01 -0.01 0.01 0.304
C 1.50344 -1.25064 -2.59927 0.07 0.01 -0.02 -0.345
O 1.82633 -0.27260 -1.61656 0.07 -0.01 -0.11 -0.197
C 0.22337 -1.99082 -2.12970 0.08 -0.06 -0.10 -0.366
O -0.36187 -2.81225 -2.71109 0.02 -0.01 0.04 0.304
O -0.12795 -1.47679 -0.87856 0.02 0.00 -0.04 -0.147
```
Forces are in eV/Å.

Computed properties:
charge	+2
HOMO level	-14.943	eV
Kohn-Sham gap	5.650	eV
max |F|	0.70	eV/A
multiplicity	1

Number 1: total energy -92791.339 eV. Number 2: total energy -9538.455 eV. Number 3: total energy -104585.729 eV.